Molecular formula: CH2Cl2O2P2
Method: DFT, wB97M-V/def2-TZVPD

Last column: Mulliken charge in e.
Positions of all 9 atoms, in Å:
C 1.378793 0.818784 -1.244967  -0.55
O -2.537168 -0.982328 1.564722  -0.41
O -1.201526 0.291984 -0.816255  -0.38
P -0.225402 0.863996 -1.862581  0.06
P -1.165007 -0.852427 1.140644  0.99
Cl -0.226329 0.431939 2.386232  -0.11
Cl -0.035965 -2.501718 1.016073  -0.09
H 2.231775 1.255333 -1.849444  0.22
H 1.780830 0.674436 -0.334425  0.28

Atomic forces in eV per Å
C -1.519 1.842 -4.686
O -0.550 -0.527 -0.479
O -1.682 -2.592 3.997
P 4.097 0.241 0.290
P 0.689 2.349 -1.527
Cl 0.171 -0.429 -0.774
Cl -0.313 0.726 -0.338
H -1.439 -0.511 0.033
H 0.544 -1.099 3.483

spin multiplicity: 1
frontier orbital gap: 6.205 eV
E_HOMO: -8.73 eV

Molecular formula: C4H12NO
Method: DFT, wB97M-V/def2-TZVPD

Last column: Mulliken charge in e.
Positions of all 18 atoms, in Å:
C -1.249338 1.854748 -2.098330  -1.22
C -1.208027 0.950535 -0.907726  -0.15
C 0.169159 0.576947 -0.485596  -0.23
C 0.553853 0.326420 0.809549  -0.56
N 0.036478 -0.836169 1.619805  -0.18
H -0.987410 2.907719 -1.793537  0.30
H -0.560126 1.586557 -2.849651  0.34
H -2.229474 1.912246 -2.759281  0.31
H -1.691848 1.528901 -0.133793  0.31
H -1.764202 0.027861 -1.008562  0.35
H 0.984624 0.479136 -1.256234  0.32
H 1.142736 1.003537 1.414278  0.38
H -0.913597 -1.102806 1.169893  0.41
H -0.019701 -0.490553 2.587087  0.38
H 0.718232 -1.612210 1.588565  0.27
H 3.075937 -2.853823 1.375843  0.33
H 1.843697 -3.517916 1.164112  0.31
O 2.099008 -2.741131 1.563575  -0.68

Atomic forces in eV per Å
C -1.650 1.899 -1.854
C -1.015 -1.538 0.136
C 1.185 -0.102 0.330
C 0.517 -0.687 -0.417
N -3.023 2.213 -0.741
H -0.349 -1.041 -0.322
H 1.182 -0.445 -0.775
H 1.529 -0.267 2.045
H 0.027 -0.295 0.700
H -0.811 -0.197 -0.560
H -0.453 2.043 0.793
H 1.618 -0.865 -0.460
H 1.716 0.076 1.475
H -0.614 -0.719 -0.047
H 0.337 -0.003 -0.285
H -1.237 1.011 0.673
H -1.734 -3.028 -1.323
O 2.774 1.944 0.633

spin multiplicity: 1
frontier orbital gap: 8.013 eV
E_HOMO: -12.69 eV
total charge: +1

Molecular formula: C10H40O10
Method: DFT, wB97M-V/def2-TZVPD

Last column: Mulliken charge in e.
Positions of all 60 atoms, in Å:
C -1.407413 1.466316 2.900270  -0.71
C -2.906870 1.590856 2.918942  -0.11
O -3.290141 2.542989 3.902744  -0.54
H -1.077160 1.049780 3.854060  0.31
H -0.878809 2.398098 2.704988  0.37
H -1.127336 0.795765 2.083406  0.00
H -3.466764 0.657909 3.047386  0.25
H -3.222649 1.970911 1.935146  0.12
H -4.221562 2.760909 3.841141  0.29
C 2.548400 -1.028710 1.779226  -0.44
C 2.029957 -1.663954 3.048497  -0.03
O 2.456635 -3.002885 3.239470  -0.56
H 3.598317 -1.254301 1.590193  0.44
H 2.419862 0.051699 1.904131  0.21
H 2.007423 -1.227848 0.854670  -0.23
H 0.937490 -1.687780 3.063989  -0.12
H 2.268494 -1.121591 3.971991  0.37
H 3.365901 -3.083915 3.528868  0.30
C -1.681607 -3.156090 3.552357  -1.28
C -1.693796 -2.547694 2.159599  0.64
O -1.563470 -3.568443 1.155305  -0.59
H -2.345530 -4.019575 3.584711  0.36
H -1.987434 -2.446730 4.323891  0.34
H -0.686367 -3.501292 3.845538  0.30
H -0.881732 -1.850679 1.944485  -0.32
H -2.652450 -2.063660 1.982328  0.21
H -0.675587 -3.933531 1.226733  0.32
C 4.553761 1.541761 -4.193875  -1.16
C 3.498809 1.818838 -3.129289  -0.13
O 3.453495 0.678532 -2.288920  -0.52
H 5.514259 1.552186 -3.679429  0.27
H 4.574903 2.380713 -4.896359  0.37
H 4.392582 0.644725 -4.784976  0.32
H 2.508225 2.016116 -3.557711  0.19
H 3.718982 2.747931 -2.595489  0.40
H 2.904280 0.883189 -1.508116  0.30
C -1.873679 2.096589 -2.778913  -1.04
C -3.344869 2.452873 -2.838648  -0.19
O -4.117911 1.563652 -2.011429  -0.53
H -1.275500 2.708465 -3.450050  0.42
H -1.661442 1.055601 -3.027835  0.29
H -1.539818 2.221922 -1.744726  0.17
H -3.631492 2.366618 -3.894147  0.28
H -3.517787 3.476665 -2.497627  0.33
H -4.998825 1.950204 -2.004861  0.28
O 1.001431 -2.650300 -1.484170  -0.63
H 1.874814 -2.948463 -1.193581  0.30
H 0.483422 -3.458549 -1.589342  0.24
O 0.170119 -0.125065 -0.678743  -0.16
H -0.799771 -0.179682 -0.513145  0.29
H 0.458881 -1.050749 -0.795953  0.14
O 1.818683 2.023354 -0.407693  -0.65
H 1.928012 2.383012 0.478634  0.28
H 1.081150 1.372005 -0.335808  0.32
O 1.628747 -1.180046 -3.822763  -0.72
H 1.385359 -1.433303 -2.916021  0.33
H 2.384494 -0.588395 -3.700562  0.37
O -2.541977 -0.072529 -0.421366  -0.50
H -2.884904 -0.938086 -0.675706  0.29
H -3.012231 0.563640 -1.005421  0.17

Atomic forces in eV per Å
C 0.056 -0.760 0.128
C -0.758 1.010 -1.031
O 0.385 0.091 0.539
H 0.246 0.028 -0.081
H -0.324 0.222 0.184
H 0.011 -0.167 0.145
H 0.473 -0.209 0.217
H 0.028 -0.108 0.007
H -0.085 -0.159 -0.169
C 0.012 0.914 0.022
C -0.061 -0.378 0.606
O -0.599 -0.860 -0.334
H 0.063 0.107 0.219
H 0.325 0.035 -0.110
H -0.231 -0.510 0.261
H 0.050 -0.147 -0.224
H 0.325 0.420 -0.387
H 0.141 0.434 -0.015
C 0.399 0.124 0.199
C 0.178 -0.609 -0.309
O -0.244 -0.058 -0.087
H -0.108 0.080 -0.048
H -0.108 0.087 -0.114
H 0.047 -0.031 -0.163
H -0.171 0.409 0.526
H 0.046 0.082 -0.157
H -0.024 0.000 0.075
C -0.123 1.178 0.230
C -0.344 -0.167 -0.501
O -0.075 -0.042 0.427
H 0.148 -0.430 -0.232
H -0.012 -0.023 -0.006
H -0.031 -0.229 0.277
H -0.015 -0.262 -0.221
H 0.353 -0.180 0.253
H 0.178 0.218 -0.301
C -0.027 -0.220 0.905
C 0.483 -0.125 -0.733
O 0.154 0.437 -0.491
H -0.079 0.192 0.088
H -0.270 -0.016 -0.149
H 0.324 0.159 -0.162
H -0.454 0.041 0.191
H 0.115 0.022 -0.101
H -0.104 -0.345 0.279
O 0.224 -0.516 0.385
H -0.105 0.075 -0.100
H -0.040 0.184 -0.048
O -0.345 -0.409 0.303
H 0.356 0.218 -0.203
H -0.132 0.474 -0.036
O -0.408 -0.155 0.272
H 0.073 -0.007 -0.102
H 0.353 0.065 -0.198
O 0.056 0.014 0.126
H 0.068 0.094 -0.541
H -0.123 -0.029 0.184
O -0.325 0.015 -0.144
H 0.009 0.082 0.063
H 0.043 -0.361 0.387

spin multiplicity: 1
frontier orbital gap: 9.865 eV
E_HOMO: -9.59 eV
SMILES string: CCO.CCO.CCO.CCO.CCO.O.O.O.O.O

Molecular formula: C27H41NOsP2
Method: DFT, wB97M-V/def2-TZVPD

Last column: Mulliken charge in e.
Positions of all 72 atoms, in Å:
P 1.419055 0.289188 -4.807928  0.31
P 2.320856 -3.104566 -3.695993  0.73
C 2.640790 -0.915034 -5.492014  -1.06
C 2.177866 -2.390235 -5.384817  -1.30
H 3.651751 -0.786977 -5.072211  0.52
H 2.745793 -0.675882 -6.566872  0.72
H 1.176943 -2.520608 -5.814498  0.67
H 2.848839 -3.008152 -5.999240  0.74
C 4.107359 -3.391050 -3.720127  -1.43
H 4.415452 -3.836000 -2.768378  0.45
H 4.637171 -2.445328 -3.894995  0.39
H 4.320158 -4.082168 -4.546425  0.52
C 1.555324 -4.719396 -3.835962  -1.44
H 2.201112 -5.324970 -4.478720  0.47
H 0.557312 -4.664975 -4.284289  0.40
H 1.490955 -5.198170 -2.855830  0.41
C 2.126868 1.965074 -5.253537  -0.94
H 1.483245 2.747141 -4.801744  0.41
H 2.171335 2.092672 -6.342151  0.41
H 3.117990 2.081933 -4.797756  0.43
C 0.371433 0.180401 -6.389327  -1.64
H -0.070950 -0.821843 -6.477537  0.40
H 1.000532 0.379810 -7.262169  0.56
H -0.436736 0.922616 -6.411612  0.44
Os 0.133178 -1.812110 0.320544  0.93
C 0.552291 -2.277361 -2.272960  -1.44
C 2.103245 -2.136455 -2.304265  0.74
C 2.534033 -0.814509 -1.695849  -0.80
C 2.314288 0.425724 -2.581692  -0.83
C 0.973507 1.160486 -3.160823  -0.80
C -0.172734 0.660290 -4.014908  -0.45
C -1.029769 -0.496020 -3.613365  -1.30
C -0.379304 -1.886941 -3.356024  -1.43
C -1.466190 -0.598051 -0.001798  -1.53
H 0.267937 -3.258879 -1.867224  1.34
H 2.544026 -2.857759 -1.535216  0.52
H 3.603993 -0.841699 -1.473325  0.63
H 2.011047 -0.696646 -0.717790  -0.29
H 2.731475 1.289420 -2.033954  0.72
H 3.074851 0.330488 -3.382345  0.31
H 0.676420 1.882238 -2.374208  0.60
H -0.739373 1.500266 -4.486054  0.91
H -1.710906 -0.665999 -4.472979  0.48
H -1.680709 -0.200526 -2.769615  0.52
H -1.255056 -2.548671 -3.198096  0.30
H 0.047374 -2.220008 -4.304399  0.41
H -2.091244 -0.890833 0.861262  0.47
H -1.968561 -0.997261 -0.898132  0.48
H -1.467670 0.494869 -0.012862  0.34
C 1.378380 -4.216709 3.769324  -0.60
C 0.888025 -4.219503 2.472323  -0.86
C 0.699346 -2.981593 1.795566  0.78
C 0.984287 -1.789708 2.499524  -0.19
C 1.525706 -1.794909 3.798874  -0.38
C 1.702914 -3.021023 4.424941  -0.67
N 0.720251 -0.648121 1.800639  0.08
C 0.238799 0.486497 2.393662  -0.46
C -0.647842 0.413294 3.488319  0.22
C -1.009335 1.581903 4.137689  -0.80
C -0.501377 2.814443 3.698124  -0.42
C 0.326390 2.870127 2.567829  -0.75
C 0.629910 1.722461 1.854355  -0.11
H 1.523168 -5.148164 4.313767  0.42
H 0.639445 -5.145896 1.959078  0.45
H 0.249665 -3.324830 0.746178  0.21
H 1.781866 -0.827243 4.228669  0.58
H 2.117378 -3.024909 5.435217  0.40
H -1.010634 -0.567735 3.793649  0.50
H -1.694034 1.515242 4.988102  0.40
H -0.767099 3.718032 4.245497  0.40
H 0.704525 3.836555 2.237199  0.41
H 1.193263 1.729401 0.923951  0.39

Atomic forces in eV per Å
P -1.347 2.097 -8.317
P 2.922 -0.094 -2.537
C 0.449 -1.537 0.460
C -0.064 0.432 -0.123
H -0.456 0.061 0.214
H -0.389 0.266 0.551
H 0.267 0.056 0.155
H -0.116 0.112 0.163
C -0.023 -0.630 -0.321
H 0.149 0.089 -0.210
H -0.100 -0.265 0.174
H 0.291 0.125 0.298
C -0.332 -0.128 0.443
H -0.018 0.123 0.039
H 0.172 0.091 0.201
H -0.027 0.001 -0.103
C 0.254 -0.003 0.432
H 0.324 -0.437 -0.503
H 0.103 -0.123 0.292
H -0.141 0.044 -0.220
C 0.708 -0.101 -1.026
H 0.026 0.253 -0.004
H -0.168 -0.248 -0.143
H 0.300 -0.303 0.090
Os -2.078 4.529 -6.845
C -0.203 -0.382 4.172
C -2.382 -0.373 2.723
C 0.171 0.715 -0.819
C 0.382 0.965 -0.181
C -1.830 0.196 6.099
C 1.970 -0.782 2.968
C -0.820 -0.738 0.096
C -1.164 0.106 -0.343
C -1.160 -0.208 -0.345
H 0.210 0.020 -0.498
H -0.836 0.330 -0.767
H 0.084 0.234 -0.082
H 0.245 -0.234 -0.771
H -0.237 -0.251 -0.147
H -0.209 0.075 0.282
H 0.623 0.496 -0.843
H 0.892 -0.725 0.216
H 0.196 0.057 0.434
H 0.395 -0.078 -0.287
H 0.355 0.313 -0.288
H -0.340 0.151 -0.521
H -0.046 0.186 -0.084
H -0.057 0.291 0.222
H 0.337 -0.082 -0.048
C -0.132 -0.323 -0.005
C 0.042 0.549 -0.002
C 1.675 -1.727 4.341
C 1.357 -0.535 3.029
C -0.201 -0.364 -0.301
C 0.171 0.770 -0.010
N 0.092 -1.877 -1.283
C -0.705 1.541 0.388
C 0.638 0.084 -0.407
C -0.131 0.192 -0.035
C 0.047 -0.430 0.077
C -0.494 0.469 0.085
C -0.096 -0.401 0.683
H -0.069 0.126 -0.266
H 0.097 0.076 0.177
H 0.121 -2.437 -0.582
H -0.021 -0.391 0.197
H -0.143 -0.201 -0.319
H 0.057 0.294 0.115
H 0.272 0.196 -0.306
H 0.155 -0.181 -0.222
H -0.142 -0.213 0.014
H 0.127 0.091 0.286

spin multiplicity: 5
frontier orbital gap (spin up / spin down): 5.798 / 5.884 eV
E_HOMO (spin up / spin down): -12.10 / -12.77 eV
total charge: +2

Relative energy (zero: lowest compared OMol25 entry of this formula, charge and spin), record by record: 273.9 399.2 0.0 68.1 kJ/mol
Max |F|, record by record: 5.3 3.8 1.6 8.7 eV/A
Total energy, record by record: -1792.8566 -289.2228 -1157.3519 -1880.4976 hartree